{"formula": "C3H4O3Yb", "method": "ωB97M-V/def2-TZVPD", "largest_force_ev_per_a": 3.55, "homo_energy_ha": [-0.4453, -0.4795], "e_above_lowest_ev": 2.144, "total_charge": 1, "spin_multiplicity": 2, "gap_ev": [7.09, 7.79], "e_lumo_ev": [-5.023, -5.258], "symbols": ["Yb", "O", "O", "O", "C", "C", "C", "H", "H", "H", "H"], "positions_angstrom": [[0.619847, 2.004379, 0.998558], [-1.480062, 1.953113, 0.066197], [-2.407777, -0.122298, 0.937425], [2.353057, 0.590879, 0.369082], [-1.274425, 0.662802, 0.467962], [2.422521, -0.496829, -0.213659], [-1.734690, -0.628467, -0.214659], [-2.179088, -0.441606, -1.202745], [3.198586, -1.220837, 0.085511], [1.931582, -0.618594, -1.195189], [-1.449550, -1.682545, -0.098483]], "forces_ev_per_angstrom": [[-0.6, 0.6, -0.2], [1.9, -2.7, 1.3], [1.2, 1.8, -0.5], [-0.5, -1.4, -0.3], [-3.2, -0.4, -0.7], [1.4, 1.7, -0.5], [0.1, 0.2, -0.4], [-0.3, 0.0, 0.5], [-0.6, -0.1, 0.2], [-0.3, -0.3, 0.5], [0.8, 0.6, 0.1]], "mulliken_charge": [1.46, -0.64, -0.38, -0.47, 0.20, 0.05, -0.25, 0.21, 0.28, 0.26, 0.28]}